Version one
Computed, not measured: the molecule C8H13N3O, with wB97M-V/def2-TZVPD.

Results
LUMO	0.669	eV
SMILES	CC(C)(C)[C@@H](C=O)n1cncn1
net charge	0

Last column: natural (NBO) charge in e.
Geometry (Å):
C -1.32272 0.74694 -0.67514  -0.587
C 0.05547 0.20617 -0.46591  -0.045
C 0.77252 1.17411 0.46689  -0.607
C 0.55416 0.22886 -1.90750  -0.608
C 0.09821 -1.22682 0.07526  -0.178
C 1.36869 -1.99484 -0.05984  0.441
O 1.63570 -2.63064 -1.04322  -0.497
N -0.32551 -1.18732 1.45047  -0.186
C -1.54446 -1.14214 2.01316  0.194
N -1.44672 -1.14497 3.30967  -0.479
C -0.12689 -1.12313 3.50842  0.139
N 0.63299 -1.13689 2.43391  -0.305
H -1.89488 -0.08333 -1.25376  0.192
H -1.91165 0.95059 0.21618  0.204
H -1.36159 1.59591 -1.20272  0.214
H 1.70063 0.63796 0.88663  0.221
H 1.01540 2.12819 0.11349  0.220
H 0.00808 1.33872 1.38077  0.210
H 1.61062 -0.22170 -1.83810  0.209
H 0.65886 1.24566 -2.24219  0.216
H 0.01434 -0.38863 -2.62751  0.222
H -0.52649 -1.73607 -0.59719  0.240
H 2.02397 -1.88294 0.86874  0.154
H -2.42772 -1.21234 1.37490  0.211
H 0.07878 -1.06512 4.53587  0.205

Version two
Computed, not measured: the molecule C8H13N3O, with wB97M-V/def2-TZVPD.

Results
LUMO (spin up / spin down)	-0.005 / -0.005	eV
net charge	0

Last column: natural (NBO) charge in e.
Geometry (Å):
C -3.20587 1.51593 0.16045  0.207
C 0.03134 0.55256 -0.30584  0.737
C -3.92370 -1.13453 -0.91383  -0.228
C -2.39281 0.46392 0.15677  0.007
C 2.13561 0.24718 0.74264  -0.636
C 1.70853 2.01472 -1.05098  -0.606
C -1.82785 -1.83116 0.11908  -0.440
C 1.29543 1.30955 0.17878  -0.334
N -3.78470 2.52559 0.27262  -0.340
N -2.79938 -0.79545 -0.24294  -0.192
N -1.06322 0.72101 0.54769  -0.639
O 0.12898 -0.09902 -1.28436  -0.597
H -4.46129 -0.27028 -1.22018  0.206
H -4.13938 -2.09810 -1.27786  0.208
H 3.25258 0.36095 0.84946  0.220
H 1.98376 0.18036 1.79870  0.215
H 2.08995 -0.72978 0.33205  0.225
H 1.86668 1.16308 -1.81780  0.233
H 2.71445 2.55262 -1.02684  0.216
H 0.82154 2.70289 -1.22626  0.217
H -2.54625 -2.69151 0.26433  0.218
H -1.09254 -2.05375 -0.73702  0.261
H -1.22268 -1.58836 1.09590  0.232
H 0.93761 2.10830 0.88493  0.206
H -0.81639 0.74727 1.55005  0.403

version one wins, 174.4 kJ/mol ahead of the next structure.

Version one
Computed, not measured: a structure of composition C5H10O3S, with wB97M-V/def2-TZVPD.

Results
LUMO	0.294	eV
net charge	0

Last column: natural (NBO) charge in e.
Geometry (Å):
C 2.13655 0.50721 0.22712  0.173
C -2.37934 0.19551 0.69524  -0.434
C -2.20709 -0.33170 -0.77570  -0.103
C -1.03840 0.91823 0.90234  -0.567
C 2.94878 -0.78997 -0.03786  -0.772
O -0.06407 -1.48526 0.32765  -0.966
O -1.06186 0.04361 -1.38967  -0.673
O 2.33679 1.49913 -0.63650  -0.657
S 0.10100 -0.15172 -0.24773  1.581
H -3.23711 1.00729 0.79165  0.216
H -2.53622 -0.56219 1.34068  0.221
H -2.28525 -1.46165 -0.87839  0.187
H -3.02354 -0.00744 -1.33156  0.191
H -0.86283 1.93114 0.66702  0.224
H -0.74809 0.89733 1.96398  0.235
H 3.71572 -0.68248 0.62860  0.238
H 2.13132 -1.48829 0.25551  0.275
H 3.21453 -1.01886 -1.12307  0.180
H 2.85910 0.98011 -1.37931  0.449

Version two
Computed, not measured: the molecule C5H10O3S, with wB97M-V/def2-TZVPD.

Results
LUMO	0.211	eV
net charge	0

Last column: natural (NBO) charge in e.
Geometry (Å):
C -1.61374 0.72861 1.28815  0.399
C 0.47244 -0.02914 -2.04658  -0.607
C 1.03487 -0.07359 1.79523  -0.669
C 1.11208 0.35004 -0.74244  -0.469
C 0.50989 -0.47339 0.42679  0.278
O -3.26616 0.28837 -0.80699  -1.015
O -1.60522 1.35800 2.24200  -0.444
O 0.64887 -1.82379 0.29009  -0.690
S -1.60948 -0.07500 -0.07093  0.577
H -0.57691 0.35463 -2.12244  0.232
H 0.96484 0.44292 -2.83178  0.225
H 0.50655 -1.15871 -2.14024  0.178
H 1.02632 0.97922 1.95610  0.216
H 1.99525 -0.26670 1.97026  0.218
H 0.47833 -0.46372 2.65195  0.224
H 2.17095 0.07762 -0.66137  0.210
H 1.13442 1.34225 -0.52269  0.218
H -3.89251 0.44686 -0.06536  0.450
H 0.50920 -2.00446 -0.60975  0.468

version two wins, 127.9 kJ/mol ahead of the next structure.

Version one
Computed, not measured: a cluster of 3 separate species, C5H9N3O4 in total, with wB97M-V/def2-TZVPD.

Results
LUMO	-0.915	eV
SMILES	O=[N+]([O-])C#[N+][O-].C/C=N/C.C=O
net charge	0

Last column: natural (NBO) charge in e.
Geometry (Å):
O -2.68764 -0.35275 -1.57546  -0.332
N -3.31253 -0.74287 -0.61451  0.493
O -3.79127 -1.85318 -0.47316  -0.316
C -3.37725 0.21747 0.43538  0.180
N -2.64136 0.80948 1.13964  0.273
O -2.13493 1.43760 2.00914  -0.295
C 1.23515 1.84336 0.61007  -0.710
C 1.61308 0.96821 -0.46503  0.162
N 1.28883 -0.25140 -0.59077  -0.418
C 1.57330 -1.01918 -1.78089  -0.443
H 0.87590 2.76934 0.25740  0.235
H 1.83449 2.00125 1.50800  0.247
H 0.25789 1.38880 1.13350  0.244
H 2.31550 1.42542 -1.32605  0.125
H 2.61606 -0.81218 -2.10502  0.194
H 1.31469 -2.06069 -1.57170  0.211
H 0.82737 -0.70423 -2.55200  0.216
C 0.54579 -1.26065 1.43748  0.315
O -0.64411 -1.04668 1.33482  -0.602
H 1.13128 -0.60803 2.12658  0.103
H 1.15977 -2.14908 1.06259  0.119

Version two
Computed, not measured: the molecule C5H9N3O4, with wB97M-V/def2-TZVPD.

Results
LUMO	-1.230	eV
net charge	0

Last column: natural (NBO) charge in e.
Geometry (Å):
C 0.07591 -0.14632 -1.25583  -0.251
C -0.66320 0.22341 0.86329  0.284
C 1.16449 -0.15494 -0.19303  -0.020
C -0.28751 1.60052 1.17631  -0.690
C -2.26514 -1.12108 -0.43781  -0.400
N -1.10461 -0.11134 -0.29140  -0.346
N 1.69070 -1.40525 0.09989  0.478
N 2.04591 0.94243 -0.22770  0.481
O 2.84898 -1.53370 0.56503  -0.392
O 1.85452 1.73965 -1.14588  -0.427
O 0.96650 -2.36434 -0.11761  -0.443
O 2.93537 1.04058 0.64080  -0.366
H 0.05196 0.69924 -1.90732  0.256
H 0.12925 -1.10911 -1.92239  0.244
H -1.26864 -0.17353 1.67691  0.201
H -0.27660 2.16123 0.21255  0.240
H 0.72469 1.67942 1.57411  0.261
H -1.01160 2.05438 1.84757  0.238
H -2.23482 -1.64367 -1.35432  0.227
H -2.18287 -1.79888 0.37320  0.214
H -3.19328 -0.57870 -0.17639  0.211

version one wins, 13.1 kJ/mol ahead of the next structure.

Version one
Computed, not measured: the ion C7H7N4 with charge +1, with wB97M-V/def2-TZVPD.

Results
LUMO	-5.482	eV
SMILES	C=C/N=C/NC1=C=[N+]=CN=C1
net charge	+1

Last column: natural (NBO) charge in e.
Geometry (Å):
C -0.75210 -2.46888 -1.85107  -0.363
C -0.36281 -2.13161 -0.64347  -0.085
N -0.34765 -0.86040 -0.18467  -0.426
C -1.17244 0.10020 -0.29193  0.327
N -0.90959 1.38764 0.08146  -0.543
C 0.27833 1.69887 0.70802  0.012
C 1.17923 0.68670 0.89096  0.598
N 2.26218 0.54874 1.36875  -0.350
C 2.80921 1.72208 1.86461  0.271
N 2.17471 2.78707 1.67493  -0.371
C 0.92754 2.89037 1.17507  0.077
H -0.69956 -3.59200 -2.13017  0.242
H -1.16563 -1.75777 -2.68867  0.222
H -0.14492 -2.94238 0.14651  0.237
H -2.20734 0.18082 -0.74379  0.214
H -1.58641 2.02971 -0.17153  0.433
H 3.73612 1.49919 2.35504  0.241
H 0.43542 3.86114 1.30908  0.263

Version two
Computed, not measured: the ion C7H7N4 with charge +1, with wB97M-V/def2-TZVPD.

Results
LUMO (spin up / spin down)	-5.660 / -5.624	eV
SMILES	C=N/N=C\C(C)=C=[N+]=C=C=N
net charge	+1

Last column: natural (NBO) charge in e.
Geometry (Å):
C 0.33202 -3.17219 0.19226  -0.118
N 1.02261 -2.11545 0.00526  -0.046
N 1.98567 -1.46985 -0.20403  -0.025
C 2.27306 -0.19041 -0.16770  -0.123
C 1.34239 0.85363 -0.06903  0.026
C 1.70322 2.31802 0.14427  -0.631
C 0.00447 0.38041 0.01034  0.266
N -1.19046 0.52281 -0.05548  -0.173
C -2.36204 0.30552 -0.25728  -0.016
C -3.60158 0.59096 -0.21982  0.429
N -4.79636 0.47111 -0.14681  -0.501
H 0.14690 -3.59791 1.30453  0.245
H -0.12643 -3.80580 -0.68516  0.245
H 3.37969 0.03785 -0.33729  0.243
H 2.72503 2.16101 0.67545  0.257
H 1.62357 2.77051 -0.83788  0.261
H 1.01053 2.82483 0.79207  0.251
H -5.47230 1.11495 -0.14369  0.409

version one wins, 387.2 kJ/mol ahead of the next structure.